Entry 1:
ORCA calculation (ωB97M-V with the def2-TZVPD basis set) on a cluster of 7 separate species, C39H54ClF6NO17 in total at a distorted geometry.

```
118
C39H54ClF6NO17 (ωB97M-V with the def2-TZVPD basis set)
Cl 5.131 -2.706 -2.027
F 0.397 -1.621 0.413
F -0.640 0.222 0.735
F 1.080 2.299 -1.801
F 2.297 -0.542 -0.968
F 0.339 0.039 -1.669
F 1.050 2.380 0.369
O -6.408 3.674 -1.198
O -5.573 -1.575 -0.476
O -2.340 -4.798 1.841
O 2.488 -0.910 2.056
O -5.215 3.247 0.602
O 5.005 0.363 -1.980
O 2.640 4.426 4.277
O 3.629 2.735 -1.572
O 7.452 -1.098 2.116
O -7.087 -2.867 0.451
O 8.006 5.705 -1.563
O 2.257 5.580 2.452
O -0.822 -8.770 -1.191
O -1.140 -7.581 -3.006
O 1.009 0.607 2.764
O -3.490 -2.997 2.337
O 8.322 4.519 0.260
N 6.484 -3.355 0.509
C 7.533 3.286 -1.603
C -4.718 -5.019 2.448
C -6.343 -1.927 0.564
C -7.478 2.570 0.729
C 0.569 -0.287 0.606
C 8.009 4.533 -0.897
C 1.998 7.925 1.840
C -2.701 -6.853 0.582
C 1.389 -0.147 1.904
C -1.648 -9.995 -3.044
C -6.197 -1.196 1.873
C -1.148 -8.752 -2.346
C -2.157 -6.219 1.843
C 6.130 -2.000 0.351
C 3.744 2.255 1.673
C -2.818 -7.425 -4.767
C 1.484 6.509 1.684
C 3.941 1.590 0.485
C 3.117 2.080 -0.696
C -7.564 3.471 -2.014
C 5.495 -1.603 -0.753
C 1.129 6.230 4.548
C 1.590 1.758 -0.698
C 6.470 -0.996 1.415
C 5.528 0.164 1.531
C -3.470 -4.196 2.233
C -4.782 -0.378 -0.519
C 5.102 -0.167 -0.894
C -8.658 4.469 -1.694
C 4.437 1.859 2.780
C -1.345 -7.463 -4.417
C 6.341 5.818 -3.337
C 1.243 0.235 -0.697
C -3.443 -0.575 0.157
C 7.813 5.808 -2.974
C 2.043 5.328 3.756
C -6.271 3.164 0.039
C 4.835 0.559 0.399
C 5.309 0.815 2.702
H -8.283 5.487 -1.804
H 5.847 4.891 -3.045
H -1.081 -6.376 1.891
H -0.809 -8.248 -4.952
H -7.227 3.618 -3.039
H 1.433 8.608 1.206
H 3.051 7.976 1.560
H 7.664 3.308 -2.682
H -5.840 -0.173 1.773
H -7.910 2.438 -1.946
H -8.230 2.176 0.050
H -1.074 -10.843 -2.677
H -5.516 -1.757 2.511
H -7.176 -1.142 2.348
H 2.492 -1.212 2.973
H -9.009 4.366 -0.667
H 1.594 6.194 0.648
H -0.879 -6.520 -4.701
H 3.050 3.082 1.697
H -3.325 -8.346 -4.478
H 1.731 6.983 5.057
H -2.577 -6.661 2.748
H 5.832 6.631 -2.819
H -7.928 3.327 1.369
H 4.260 2.413 3.691
H -2.952 -7.279 -5.839
H 0.363 6.720 3.952
H -3.558 -0.814 1.213
H -3.778 -6.699 0.487
H -2.234 -6.408 -0.296
H -3.310 -6.609 -4.237
H -5.283 -4.573 3.264
H 0.614 5.624 5.290
H -4.525 -6.053 2.724
H 6.764 -3.552 1.461
H -5.335 0.469 -0.109
H 6.480 3.126 -1.370
H -2.834 0.321 0.068
H 8.365 5.027 -3.499
H -4.625 -0.163 -1.575
H 5.821 0.524 3.610
H 8.265 6.756 -3.263
H 1.923 8.270 2.871
H -9.508 4.333 -2.364
H 7.236 -3.559 -0.140
H -2.911 -1.410 -0.300
H 8.114 2.444 -1.233
H 0.424 6.420 1.924
H -2.699 -10.140 -2.796
H -7.143 1.737 1.343
H -2.503 -7.924 0.576
H 6.213 5.953 -4.412
H -1.530 -9.976 -4.124
H -5.320 -4.990 1.540
```

Calculated values
SMILES: NC1=C(Cl)C(=O)c2c(cccc2C(=O)C(F)(F)C(F)(F)C(F)(F)C(=O)O)C1=O.CCOC(C)=O.CCOC(C)=O.CCOC(C)=O.CCOC(C)=O.CCOC(C)=O.CCOC(C)=O
LUMO: -0.93 eV
HOMO: -9.28 eV

These are the Mulliken partial charges, in e, on atoms 1 to 6: number 1, Cl, carries -0.18; number 2, F, carries -0.35; number 3, F, carries -0.24; number 4, F, carries -0.33; number 5, F, carries -0.20; number 6, F, carries -0.33

---

Entry 2:
ORCA calculation (ωB97M-V with the def2-TZVPD basis set) on a structure of composition C39H55As3BrMnN3O2SSiTe.

```
107
C39H55As3BrMnN3O2SSiTe (ωB97M-V with the def2-TZVPD basis set)
Te 2.090 -2.420 1.435
Br -3.919 -4.519 5.361
As 2.473 -0.331 -1.585
As 0.661 1.369 1.105
As 1.419 3.139 -2.070
Mn 0.198 -1.147 -0.191
S -1.159 -0.373 -2.223
Si -1.620 -1.399 -5.453
O -1.849 -0.975 0.981
O -1.496 -3.521 0.793
N 0.170 -2.581 -1.878
N -3.167 1.014 1.998
N -3.790 0.943 4.131
C 0.815 5.009 -2.063
C 3.446 2.184 -0.021
C 0.625 -4.301 -3.448
C 2.685 -1.459 4.280
C -0.094 3.180 1.050
C -3.301 -3.380 3.979
C 0.606 -2.632 4.130
C 2.277 -0.019 -3.502
C -2.165 -3.115 1.889
C -4.399 3.392 4.401
C -3.336 0.247 3.050
C -3.638 3.467 1.658
C 1.748 -2.140 3.504
C -4.450 4.561 3.668
C -3.958 2.256 3.731
C 0.382 -2.421 5.485
C -3.572 2.281 2.387
C -3.406 -1.153 -4.967
C -3.537 -2.029 4.061
C 2.600 1.746 1.190
C -2.369 -1.730 1.973
C -1.570 -2.433 -7.020
C 2.865 3.409 -0.746
C 3.794 1.012 -0.963
C -4.078 4.598 2.315
C -2.626 -3.942 2.897
C -0.533 -1.882 -2.801
C -3.072 -1.190 3.041
C 3.792 -1.762 -1.798
C 4.794 2.644 0.572
C -0.098 -3.588 -4.409
C 2.546 3.339 -3.670
C 0.446 1.168 3.036
C -0.684 -2.366 -4.126
C 2.467 -1.250 5.635
C 0.735 -3.750 -2.195
C -0.777 0.231 -5.819
C 1.311 -1.720 6.242
C -1.064 -4.872 0.746
H -0.518 -2.813 5.944
H -3.950 -0.630 -5.757
H 2.690 2.511 1.968
H 4.659 3.538 1.185
H -2.069 -3.396 -6.893
H -1.309 0.750 -6.620
H 4.134 -2.093 -0.818
H 0.242 5.228 -1.164
H -2.088 -1.900 -7.821
H -0.770 0.870 -4.935
H 1.934 3.266 -4.569
H 1.930 -0.960 -3.932
H 0.900 2.013 3.557
H -0.549 -2.618 -7.360
H -2.470 -5.009 2.857
H -3.947 0.571 5.050
H 0.253 0.076 -6.145
H 0.905 0.241 3.371
H -4.094 -1.635 4.900
H -3.484 -0.573 -4.048
H 0.179 5.176 -2.932
H 1.525 0.740 -3.697
H -2.254 -0.068 1.025
H -0.619 1.141 3.265
H 4.333 1.388 -1.839
H -1.919 -5.553 0.728
H 3.590 -1.083 3.819
H 3.232 0.246 -3.958
H 3.671 3.915 -1.287
H -0.506 -4.970 -0.179
H 1.671 5.684 -2.112
H -4.141 5.535 1.778
H 4.641 -1.398 -2.380
H 4.499 0.371 -0.426
H 0.637 3.907 1.404
H -0.193 -4.007 -5.404
H 1.143 -1.553 7.299
H -4.787 5.471 4.147
H 3.026 0.824 1.596
H 3.294 2.549 -3.700
H -0.955 3.201 1.716
H 1.079 -5.256 -3.672
H 1.300 -4.229 -1.400
H 3.334 -2.601 -2.321
H 3.208 -0.718 6.220
H -4.690 3.365 5.443
H -0.118 -3.192 3.554
H 5.230 1.862 1.197
H -0.408 -5.100 1.590
H 5.502 2.882 -0.225
H -3.894 -2.117 -4.805
H 2.496 4.122 -0.005
H 3.049 4.307 -3.650
H -3.349 3.490 0.616
H -0.426 3.442 0.048
```

Calculated values
ΔE to the lowest compared entry with this formula, charge and spin: 0.000 eV
2S+1: 6
<S²>: 8.755
LUMO (spin up / spin down): 0.02 / 0.02 eV
HOMO (spin up / spin down): -6.58 / -6.89 eV

These are the Mulliken partial charges, in e, on atoms 1 to 6: number 1, Te, carries -0.17; number 2, Br, carries -0.20; number 3, As, carries 1.04; number 4, As, carries 0.86; number 5, As, carries 0.53; number 6, Mn, carries 0.51